[1]
{
  "formula": "C50H118N4O16",
  "method": "ωB97M-V with the def2-TZVPD basis set",
  "total_charge": 0,
  "molar_mass_g_mol": 1031.51,
  "smiles": "CC1(C)CCCC(C)(C)N1O.CC1(C)CCCC(C)(C)N1O.CC1(C)CCCC(C)(C)N1O.CC1(C)CCCC(C)(C)N1O.OCCO.OCCO.OCCO.OCCO.OCCO.CCO.CCO",
  "lumo_ev": 0.55,
  "multiplicity": 1,
  "species": ["C", "C", "C", "C", "C", "C", "C", "C", "C", "N", "O", "H", "H", "H", "H", "H", "H", "H", "H", "H", "H", "H", "H", "H", "H", "H", "H", "H", "H", "H", "C", "C", "C", "C", "C", "C", "C", "C", "C", "N", "O", "H", "H", "H", "H", "H", "H", "H", "H", "H", "H", "H", "H", "H", "H", "H", "H", "H", "H", "H", "C", "C", "C", "C", "C", "C", "C", "C", "C", "N", "O", "H", "H", "H", "H", "H", "H", "H", "H", "H", "H", "H", "H", "H", "H", "H", "H", "H", "H", "H", "C", "C", "C", "C", "C", "C", "C", "C", "C", "N", "O", "H", "H", "H", "H", "H", "H", "H", "H", "H", "H", "H", "H", "H", "H", "H", "H", "H", "H", "H", "O", "C", "C", "O", "H", "H", "H", "H", "H", "H", "O", "C", "C", "O", "H", "H", "H", "H", "H", "H", "O", "C", "C", "O", "H", "H", "H", "H", "H", "H", "O", "C", "C", "O", "H", "H", "H", "H", "H", "H", "O", "C", "C", "O", "H", "H", "H", "H", "H", "H", "C", "C", "O", "H", "H", "H", "H", "H", "H", "C", "C", "O", "H", "H", "H", "H", "H", "H"],
  "coordinates": [[15.79, 12.00, 19.84], [14.68, 11.41, 20.69], [13.42, 11.71, 19.90], [14.88, 9.91, 20.83], [14.03, 9.19, 21.87], [14.36, 9.99, 23.17], [14.11, 11.49, 23.13], [12.59, 11.80, 23.23], [14.75, 12.13, 24.35], [14.81, 12.12, 21.98], [14.57, 13.47, 21.86], [16.81, 11.88, 20.24], [15.85, 11.54, 18.84], [15.59, 13.06, 19.67], [12.58, 11.21, 20.36], [13.19, 12.78, 19.85], [13.61, 11.35, 18.90], [14.66, 9.49, 19.83], [15.94, 9.69, 21.00], [12.97, 9.14, 21.65], [14.32, 8.14, 21.94], [15.42, 9.75, 23.41], [13.80, 9.65, 24.03], [12.50, 12.89, 23.19], [12.23, 11.50, 24.21], [12.01, 11.35, 22.42], [15.80, 11.86, 24.51], [14.25, 11.83, 25.28], [14.64, 13.22, 24.31], [13.60, 13.61, 21.68], [14.57, 10.50, 14.48], [14.93, 11.77, 13.72], [13.59, 12.40, 13.20], [15.58, 12.70, 14.75], [16.27, 13.90, 14.14], [17.25, 13.37, 13.11], [16.56, 12.51, 11.99], [15.61, 13.41, 11.12], [17.73, 11.91, 11.17], [15.89, 11.38, 12.65], [15.22, 10.62, 11.63], [13.75, 10.61, 15.17], [14.27, 9.71, 13.78], [15.40, 10.10, 15.10], [12.83, 12.24, 13.97], [13.63, 13.45, 12.91], [13.30, 11.82, 12.32], [14.88, 12.94, 15.55], [16.38, 12.16, 15.25], [15.51, 14.62, 13.74], [16.79, 14.49, 14.91], [18.01, 12.74, 13.59], [17.85, 14.07, 12.57], [15.29, 14.37, 11.52], [14.72, 12.85, 10.81], [16.14, 13.65, 10.17], [17.43, 11.28, 10.30], [18.44, 11.37, 11.79], [18.25, 12.73, 10.70], [15.75, 9.81, 11.59], [13.47, 19.85, 21.50], [12.62, 18.89, 22.39], [13.29, 18.77, 23.79], [11.19, 19.52, 22.47], [10.11, 18.52, 22.91], [10.20, 17.32, 21.94], [11.52, 16.59, 21.99], [11.74, 15.85, 23.31], [11.47, 15.61, 20.76], [12.59, 17.59, 21.65], [13.84, 16.96, 21.80], [14.44, 19.38, 21.34], [12.96, 20.02, 20.52], [13.59, 20.85, 21.96], [12.52, 18.44, 24.55], [14.20, 18.16, 23.86], [13.55, 19.81, 24.02], [11.09, 20.35, 23.16], [10.84, 19.90, 21.50], [10.28, 18.31, 23.96], [9.13, 19.05, 22.79], [9.96, 17.76, 20.96], [9.42, 16.62, 22.20], [11.36, 16.44, 24.16], [12.79, 15.58, 23.38], [11.20, 14.90, 23.38], [11.18, 16.19, 19.91], [10.68, 14.88, 20.94], [12.39, 15.11, 20.51], [14.14, 17.04, 20.87], [13.36, 17.33, 14.21], [13.05, 18.10, 12.98], [11.84, 18.98, 13.18], [14.34, 18.94, 12.65], [14.48, 19.51, 11.25], [14.26, 18.37, 10.22], [13.01, 17.45, 10.44], [11.68, 18.13, 9.97], [13.32, 16.21, 9.60], [12.98, 17.01, 11.89], [11.67, 16.42, 12.00], [12.46, 16.80, 14.57], [14.20, 16.64, 14.14], [13.57, 18.07, 15.00], [11.72, 19.33, 14.23], [11.79, 19.90, 12.62], [10.92, 18.42, 12.99], [14.33, 19.67, 13.43], [15.18, 18.29, 12.90], [13.75, 20.27, 11.01], [15.49, 19.93, 11.10], [15.18, 17.81, 10.23], [14.16, 18.85, 9.26], [11.26, 17.63, 9.09], [11.91, 19.13, 9.63], [10.94, 18.17, 10.73], [13.46, 16.49, 8.56], [12.49, 15.48, 9.68], [14.25, 15.74, 9.94], [11.81, 15.65, 12.56], [7.52, 17.76, 18.39], [7.27, 16.63, 19.24], [6.97, 15.35, 18.57], [8.13, 14.83, 17.86], [8.10, 17.49, 17.66], [8.10, 16.53, 19.95], [6.39, 16.95, 19.84], [6.15, 15.54, 17.82], [6.64, 14.59, 19.29], [8.55, 15.55, 17.34], [10.23, 10.70, 15.20], [10.15, 10.53, 13.80], [8.88, 9.71, 13.39], [7.69, 10.30, 13.87], [9.79, 11.48, 15.52], [10.10, 11.53, 13.28], [10.99, 9.93, 13.45], [8.98, 8.64, 13.67], [8.91, 9.74, 12.30], [6.98, 9.79, 13.44], [9.78, 12.77, 16.95], [11.03, 13.14, 17.53], [11.77, 13.94, 16.41], [10.88, 15.07, 16.14], [9.00, 13.17, 17.37], [10.90, 13.64, 18.47], [11.51, 12.15, 17.69], [11.81, 13.33, 15.51], [12.78, 14.30, 16.63], [10.46, 14.93, 15.25], [9.24, 14.23, 14.41], [8.10, 15.17, 14.40], [8.41, 16.63, 14.39], [8.70, 17.04, 15.73], [9.23, 13.82, 15.31], [7.57, 14.87, 13.50], [7.54, 14.90, 15.29], [7.53, 17.14, 13.93], [9.26, 16.76, 13.71], [9.38, 17.73, 15.82], [12.07, 17.43, 17.34], [11.13, 17.90, 18.26], [10.48, 19.23, 17.85], [10.33, 19.10, 16.41], [11.68, 16.73, 16.80], [10.43, 17.08, 18.38], [11.73, 18.03, 19.13], [11.10, 20.13, 18.05], [9.49, 19.32, 18.32], [11.26, 18.93, 16.18], [15.59, 15.52, 17.34], [15.12, 15.58, 18.74], [14.54, 16.88, 18.99], [16.08, 14.52, 17.20], [16.38, 16.24, 17.08], [14.74, 15.62, 16.62], [15.88, 15.46, 19.51], [14.47, 14.73, 19.00], [13.78, 17.00, 18.41], [10.50, 7.99, 17.46], [11.05, 9.29, 18.12], [12.12, 9.86, 17.38], [10.06, 8.19, 16.49], [9.72, 7.49, 18.05], [11.30, 7.27, 17.31], [11.48, 9.07, 19.11], [10.26, 10.05, 18.17], [11.67, 10.16, 16.58]],
  "mulliken_charge": [-1.934, 2.643, -1.385, -1.498, -0.570, -1.631, 2.008, -1.453, -1.982, -0.083, -0.262, 0.505, 0.365, 0.023, 0.294, -0.367, 0.537, 0.321, 0.417, 0.247, 0.465, 0.350, 0.573, 0.197, 0.550, 0.250, 0.396, 0.440, 0.299, 0.121, -2.022, 2.537, -0.618, -1.578, 1.036, -2.054, 1.923, -1.154, -1.967, -0.073, -0.472, 0.204, 0.412, 0.352, -0.526, -0.134, 0.708, 0.133, 0.543, -0.966, 0.449, 0.448, 0.563, -0.144, 0.254, 0.452, 0.412, 0.433, 0.466, 0.380, -1.646, 1.332, -1.716, -1.314, -0.977, -0.914, 2.545, -1.989, -0.810, 1.384, -0.682, 0.434, 0.111, 0.440, 0.293, 0.191, 0.556, 0.366, 0.338, 0.416, 0.399, -0.535, 0.730, 0.337, 0.497, 0.415, -0.844, 0.947, -0.691, 0.344, -1.593, 2.755, -1.318, -1.542, -0.763, -1.513, 1.674, -1.621, -1.756, 0.786, -0.510, -0.085, -0.185, 0.382, 0.247, 0.356, -0.072, 0.540, 0.425, 0.349, 0.405, 0.384, 0.486, 0.418, 0.408, 0.223, 0.459, 0.385, 0.174, 0.203, -0.556, -0.042, -0.431, -0.116, 0.342, -0.239, 0.481, 0.237, 0.466, -0.151, -0.161, -0.160, -0.648, -0.498, -0.045, 0.107, 0.277, 0.324, 0.409, 0.300, -0.320, 1.220, 1.201, 1.093, 0.077, 0.151, -1.579, -0.039, -0.641, -0.177, -0.607, -0.836, 0.355, -0.781, 0.268, 0.518, 0.262, 0.435, -0.466, 0.265, -0.207, 2.191, -0.862, -0.634, -0.207, -0.259, -0.810, 0.277, 0.528, -0.025, -0.628, 0.516, -0.652, 0.276, 0.363, -0.252, 0.733, -0.702, 0.182, -1.247, 0.378, -0.223, 0.147, 0.400, 0.340, 0.032, 0.133, 0.027]
}


[2]
{
  "formula": "C36H108O18",
  "method": "ωB97M-V with the def2-TZVPD basis set",
  "de_lowest_ev": 4.956,
  "total_charge": 0,
  "molar_mass_g_mol": 829.24,
  "lumo_ev": 0.10,
  "multiplicity": 1,
  "species": ["C", "C", "O", "H", "H", "H", "H", "H", "H", "C", "C", "O", "H", "H", "H", "H", "H", "H", "C", "C", "O", "H", "H", "H", "H", "H", "H", "C", "C", "O", "H", "H", "H", "H", "H", "H", "C", "C", "O", "H", "H", "H", "H", "H", "H", "C", "C", "O", "H", "H", "H", "H", "H", "H", "C", "C", "O", "H", "H", "H", "H", "H", "H", "C", "C", "O", "H", "H", "H", "H", "H", "H", "C", "C", "O", "H", "H", "H", "H", "H", "H", "C", "C", "O", "H", "H", "H", "H", "H", "H", "C", "C", "O", "H", "H", "H", "H", "H", "H", "C", "C", "O", "H", "H", "H", "H", "H", "H", "C", "C", "O", "H", "H", "H", "H", "H", "H", "C", "C", "O", "H", "H", "H", "H", "H", "H", "C", "C", "O", "H", "H", "H", "H", "H", "H", "C", "C", "O", "H", "H", "H", "H", "H", "H", "C", "C", "O", "H", "H", "H", "H", "H", "H", "C", "C", "O", "H", "H", "H", "H", "H", "H"],
  "coordinates": [[-2.04, 5.25, -4.73], [-1.13, 6.05, -3.75], [-1.44, 5.64, -2.41], [-2.21, 4.18, -4.57], [-1.51, 5.43, -5.66], [-2.99, 5.78, -4.72], [-1.10, 7.13, -3.84], [-0.16, 5.61, -3.99], [-2.38, 5.56, -2.23], [3.93, -1.57, 7.71], [4.23, -0.79, 6.51], [3.19, -1.03, 5.64], [3.90, -2.64, 7.48], [2.92, -1.38, 8.09], [4.67, -1.32, 8.48], [5.17, -1.03, 6.02], [4.36, 0.26, 6.75], [3.46, -0.87, 4.74], [3.00, -2.80, -5.13], [3.08, -4.30, -5.61], [4.15, -4.97, -4.86], [2.55, -2.12, -5.85], [4.02, -2.51, -4.86], [2.36, -2.69, -4.25], [3.33, -4.27, -6.67], [2.12, -4.77, -5.42], [3.96, -4.69, -3.96], [3.31, -4.87, 0.23], [3.18, -5.35, -1.25], [3.46, -4.30, -2.12], [2.61, -4.12, 0.62], [4.34, -4.57, 0.44], [3.13, -5.81, 0.75], [2.15, -5.64, -1.47], [3.77, -6.16, -1.66], [2.54, -4.03, -2.23], [-3.91, -0.72, 3.92], [-3.08, 0.36, 4.62], [-3.36, 0.48, 5.96], [-3.88, -1.67, 4.45], [-3.34, -1.02, 3.04], [-4.92, -0.42, 3.65], [-3.30, 1.29, 4.09], [-2.03, 0.09, 4.53], [-2.89, 1.26, 6.26], [-1.94, -5.12, 1.40], [-0.45, -4.80, 1.17], [0.24, -6.04, 1.27], [-2.05, -5.90, 2.15], [-2.25, -5.59, 0.47], [-2.56, -4.24, 1.56], [-0.10, -4.22, 2.02], [-0.23, -4.25, 0.26], [0.56, -6.01, 2.18], [3.77, 0.80, -3.90], [2.42, 0.77, -4.59], [1.41, 0.98, -3.61], [3.86, 1.65, -3.23], [4.60, 0.58, -4.57], [3.84, -0.08, -3.25], [2.08, -0.21, -4.93], [2.26, 1.54, -5.35], [0.58, 1.30, -3.97], [2.90, -4.80, 5.76], [1.92, -4.52, 4.51], [1.22, -5.74, 4.21], [3.40, -5.76, 5.67], [2.29, -4.70, 6.66], [3.60, -3.96, 5.79], [2.47, -4.28, 3.60], [1.16, -3.80, 4.80], [0.62, -5.94, 4.94], [3.68, 5.52, 1.87], [2.95, 4.35, 2.58], [1.75, 4.87, 3.04], [3.21, 6.00, 1.01], [4.70, 5.25, 1.59], [3.70, 6.31, 2.61], [3.66, 3.95, 3.31], [2.86, 3.65, 1.75], [1.11, 4.76, 2.33], [-4.90, 2.31, 0.72], [-5.81, 3.42, 1.29], [-5.72, 3.41, 2.68], [-3.83, 2.43, 0.88], [-5.01, 2.26, -0.36], [-5.02, 1.32, 1.16], [-6.87, 3.27, 1.09], [-5.60, 4.45, 1.01], [-6.63, 3.37, 2.98], [-1.93, -0.22, -5.20], [-2.19, 1.17, -5.79], [-1.11, 1.94, -5.31], [-1.25, -0.35, -4.36], [-1.65, -0.90, -6.01], [-2.90, -0.67, -4.97], [-3.13, 1.60, -5.45], [-2.22, 1.04, -6.87], [-0.90, 2.58, -6.00], [2.26, 3.25, -1.04], [1.67, 4.36, -1.95], [1.28, 5.55, -1.27], [1.59, 2.91, -0.24], [3.10, 3.66, -0.47], [2.73, 2.33, -1.40], [0.80, 4.08, -2.53], [2.46, 4.71, -2.62], [0.37, 5.70, -1.54], [-0.30, -5.06, -3.87], [-0.18, -3.58, -3.42], [0.65, -3.34, -2.30], [0.68, -5.53, -3.92], [-0.89, -5.18, -4.78], [-0.80, -5.58, -3.04], [-1.19, -3.22, -3.27], [0.14, -3.01, -4.29], [0.38, -2.50, -1.92], [-0.29, -0.59, 0.39], [0.28, 0.13, -0.85], [-0.13, -0.72, -1.88], [-1.33, -0.28, 0.46], [0.29, -0.24, 1.24], [-0.25, -1.68, 0.45], [1.37, 0.11, -0.93], [-0.07, 1.14, -1.05], [0.24, -0.53, -2.75], [0.16, 2.61, 6.14], [-0.74, 3.67, 6.74], [-1.82, 2.94, 7.25], [0.56, 1.99, 6.94], [0.98, 3.17, 5.69], [-0.33, 2.13, 5.29], [-1.01, 4.38, 5.96], [-0.20, 4.21, 7.51], [-2.64, 3.43, 7.11], [-4.77, -1.11, -1.68], [-4.13, -2.38, -2.17], [-4.99, -3.37, -1.77], [-4.56, -0.94, -0.63], [-5.86, -1.10, -1.73], [-4.48, -0.20, -2.21], [-3.14, -2.41, -1.73], [-4.06, -2.31, -3.25], [-5.51, -3.71, -2.50], [-4.65, 2.93, -3.47], [-5.06, 4.38, -3.33], [-4.27, 5.01, -2.32], [-5.36, 2.32, -2.92], [-3.59, 2.83, -3.24], [-4.65, 2.59, -4.51], [-6.12, 4.58, -3.16], [-4.76, 4.79, -4.30], [-4.62, 5.87, -2.05], [2.93, 0.72, 2.62], [3.37, -0.57, 2.03], [4.36, -1.12, 2.90], [2.65, 0.64, 3.67], [2.23, 1.33, 2.05], [3.87, 1.27, 2.69], [3.96, -0.46, 1.12], [2.51, -1.20, 1.80], [5.08, -0.50, 2.96]],
  "mulliken_charge": [-0.762, -0.056, -0.512, -0.036, 0.488, 0.233, 0.255, 0.182, 0.307, -0.991, -0.267, -0.430, 0.111, 0.268, 0.373, 0.288, 0.386, 0.254, -0.950, -0.316, -0.563, 0.584, 0.401, 0.048, 0.360, 0.074, 0.444, -0.744, -0.385, -0.609, -0.044, 0.440, 0.328, 0.302, 0.368, 0.199, -1.096, 0.164, -0.568, 0.393, 0.132, 0.300, 0.247, 0.133, 0.319, -1.335, 0.843, -0.542, 0.329, 0.331, 0.303, 0.166, -0.386, 0.334, -1.094, 0.144, -0.103, 0.251, 0.404, 0.226, 0.009, 0.290, -0.097, -1.009, -0.007, -0.547, 0.337, 0.374, 0.145, 0.145, 0.274, 0.282, -1.239, 0.676, -0.527, 0.198, 0.366, 0.414, 0.323, -0.514, 0.333, -0.537, -0.401, -0.488, 0.352, -0.036, 0.247, 0.341, 0.213, 0.302, -0.677, 0.342, -0.387, -0.144, 0.413, 0.358, -0.354, 0.359, 0.230, -0.721, 0.045, -0.556, 0.080, 0.396, 0.131, 0.007, 0.227, 0.380, -1.734, 0.360, 0.203, 0.347, 0.379, 0.414, 0.056, 0.209, -0.019, -1.181, 0.176, -0.150, 0.287, 0.199, 0.055, 0.017, 0.325, -0.072, -0.716, -0.468, -0.509, 0.317, 0.282, 0.159, 0.325, 0.268, 0.315, -0.835, 0.328, -0.548, 0.266, 0.428, -0.013, -0.327, 0.342, 0.366, -1.041, -0.560, -0.504, 0.389, 0.130, 0.526, 0.423, 0.232, 0.248, -0.773, -0.034, -0.603, 0.248, 0.187, 0.398, 0.320, -0.006, 0.297]
}